The following is a DFT calculation (ωB97M-V/def2-TZVPD) of a structure of composition C27H18AuN7O8P.

For the strongest force on any atom, the calculation gives 0.0092 hartree/bohr. The spin multiplicity is 3. The total charge is +1. As for the relative energy (zero: lowest compared OMol25 entry of this formula, charge and spin): 54.69 kJ/mol. The calculation puts the orbital gap (alpha / beta) at 7.92 / 6.58 eV. As for the HOMO energy (alpha / beta): -11.402 / -12.418 eV. As for the total energy: -2501.275974 a.u. The molecular weight is 796.4 g mol⁻¹.

Structure (XYZ):
```
62
C27H18AuN7O8P (ωB97M-V/def2-TZVPD)
Au 2.13758 -0.08712 -0.24799
N 0.99272 -1.04489 2.23044
C -1.21436 -0.75078 1.44687
C -2.48476 -0.66880 2.21513
C -3.66116 -0.81659 1.59358
C -3.73741 -0.92534 0.15763
C -2.65695 -0.88702 -0.63188
C -1.30157 -0.84543 -0.06548
P 0.01522 -0.44593 -1.29467
C -0.03599 -1.83355 -2.42018
C -0.73368 -1.77321 -3.62830
C -0.77023 -2.88911 -4.44701
C -0.11349 -4.05349 -4.06899
C 0.59108 -4.11153 -2.87414
C 0.63413 -3.00027 -2.04879
C -0.47033 1.05839 -2.12462
C 0.25953 1.41223 -3.26085
C -0.01538 2.60309 -3.91110
C -1.00821 3.44384 -3.42690
C -1.72367 3.10065 -2.28737
C -1.45345 1.91276 -1.62855
H 1.68455 -0.82824 2.93965
H 0.82381 -2.01103 1.96604
H -3.13821 -0.42978 4.00316
H -4.57514 -0.81873 2.17424
H -4.71904 -0.99081 -0.29245
H -2.75666 -0.86791 -1.70867
H -1.23990 -0.86399 -3.92743
H -1.30709 -2.84850 -5.38502
H -0.13823 -4.91765 -4.71931
H 1.13174 -5.00438 -2.59344
H 1.22259 -3.03540 -1.14078
H 1.04438 0.76474 -3.63580
H 0.55118 2.87806 -4.79001
H -1.21872 4.37557 -3.93433
H -2.48950 3.76313 -1.90741
H -2.00342 1.66757 -0.72896
O -1.03298 2.61155 6.13933
N -0.42587 3.39213 5.43340
O -0.10867 4.51878 5.73367
C 0.00043 2.90062 4.11528
C -0.22435 1.57775 3.80116
C 0.15233 1.13317 2.55006
C 0.77608 1.96096 1.57521
O 1.01520 1.54496 0.37794
C 1.00138 3.29654 1.99252
C 0.60576 3.76656 3.22505
N 1.67484 4.25946 1.09752
O 2.31942 3.81885 0.17239
O 1.54601 5.43337 1.36976
N -0.06296 -0.25152 2.19900
O -2.29262 -0.50737 3.54155
O -0.94284 -1.96218 0.80568
H -0.68966 0.92154 4.51916
H 0.77960 4.79999 3.48957
O 3.33901 -1.63539 -0.75507
N 3.95172 -1.96147 0.38084
C 4.31388 -3.19746 0.44765
C 4.98875 -3.63887 1.63212
N 5.52464 -4.01180 2.57585
C 3.99504 -4.13827 -0.59289
N 3.67384 -4.86244 -1.42311
```

***

The following is a DFT calculation (ωB97M-V/def2-TZVPD) of a structure of composition C27H18BrMoN7O7S at a distorted geometry.

For the strongest force on any atom, the calculation gives 0.0717 hartree/bohr. The total charge is 0. The calculation puts the orbital gap (alpha / beta) at 4.89 / 4.80 eV. As for the HOMO energy (alpha / beta): -6.840 / -6.773 eV. As for the total energy: -4990.024728 a.u. The molecular weight is 760.4 g mol⁻¹.

Structure (XYZ):
```
62
C27H18BrMoN7O7S (ωB97M-V/def2-TZVPD)
Mo -0.53399 0.43593 -0.73933
N 3.15003 2.14531 1.20494
C 2.32414 1.45026 0.41070
N 1.02880 1.51640 0.45971
C 0.45930 2.40374 1.37520
N -0.81697 2.37202 1.56340
N -1.47555 1.49762 0.83407
C -2.73885 1.24620 1.16993
C -3.36744 0.26339 0.41274
C -4.69112 -0.20147 0.58285
C -5.17397 -1.16094 -0.26211
C -4.36067 -1.62698 -1.30796
C -3.07955 -1.13870 -1.41881
N -2.56195 -0.25123 -0.56754
C 1.29254 3.30747 2.13436
C 0.77921 4.33302 2.92643
C 1.63633 5.12617 3.66355
C 3.00678 4.90708 3.62986
C 3.53652 3.90764 2.83168
C 2.68109 3.12581 2.07059
H 4.14747 1.99342 1.14572
H 2.79612 0.78219 -0.30175
H -3.19980 1.76903 1.99460
H -5.29487 0.20249 1.37819
H -6.17511 -1.54221 -0.16029
H -4.73588 -2.33288 -2.03015
H -2.58566 -1.19146 -3.48798
H -0.28559 4.48707 2.94315
H 1.24123 5.92717 4.26665
H 3.66744 5.51938 4.22314
H 4.60282 3.74278 2.78759
Br -1.26542 -3.62707 -0.82149
C -2.13463 -1.48980 -2.52314
C -1.76967 -2.96532 -2.66027
C -0.64604 -3.12870 -3.60706
C 0.15867 -2.07528 -3.89365
C 0.04219 -0.87692 -3.14287
N -0.96293 -0.69220 -2.28142
C 0.89770 0.36029 -3.21208
O 1.68282 0.59292 -4.09567
O 0.61897 1.13060 -2.19697
H -2.63255 -3.58052 -2.91736
H -0.44552 -4.11791 -3.98557
H 0.97758 -2.15323 -4.58901
O 0.50540 -0.71936 2.64515
C 0.45711 -1.27041 1.56439
O -0.36381 -0.87811 0.62256
C 1.32524 -2.42382 1.19765
C 1.53747 -3.44624 2.11426
C 2.33683 -4.52663 1.78927
C 2.96442 -4.57836 0.55072
C 2.77746 -3.56127 -0.36420
C 1.95002 -2.48238 -0.05496
S 1.80230 -1.17012 -1.20284
H 1.05559 -3.38064 3.07782
H 2.48034 -5.32271 2.50438
H 3.60079 -5.41701 0.30051
H 3.26348 -3.57928 -1.32944
O -1.77107 1.91497 -1.85313
N -1.36014 3.13047 -1.81403
O -1.93827 3.94954 -2.46875
O -0.41722 3.36881 -1.08595
```

***

The following is a DFT calculation (ωB97M-V/def2-TZVPD) of a structure of composition C27H18F3N6O2RuS2 at a distorted geometry.

For the strongest force on any atom, the calculation gives 0.0593 hartree/bohr. The spin multiplicity is 2. The total charge is -2. As for the relative energy (zero: lowest compared OMol25 entry of this formula, charge and spin): 178.33 kJ/mol. The calculation puts the orbital gap (alpha / beta) at 5.60 / 6.12 eV. As for the HOMO energy (alpha / beta): -1.460 / -2.023 eV. As for the total energy: -2709.670381 a.u. The molecular weight is 680.7 g mol⁻¹.

Structure (XYZ):
```
59
C27H18F3N6O2RuS2 (ωB97M-V/def2-TZVPD)
Ru 0.02394 0.24489 -0.30018
C -4.83481 0.61964 -1.19469
C -3.67870 0.25157 -0.28816
S -2.35756 1.32516 -0.36264
C -3.80064 -0.91547 0.49897
C -5.04679 -1.76406 0.30033
S -2.71018 -1.41824 1.67204
H -4.63165 1.56641 -1.68776
H -5.77925 0.69528 -0.64271
H -4.95474 -0.14933 -1.96437
H -5.94393 -1.23685 0.64721
H -4.95045 -2.69123 0.85703
H -5.19325 -2.00135 -0.75948
C 4.23496 -1.38218 -0.48331
C 4.94154 -0.24507 -0.13294
C 4.28230 0.97021 -0.10900
C 2.92514 1.03670 -0.43400
N 2.24269 -0.07902 -0.74055
C 2.89105 -1.24204 -0.77668
C 2.15569 2.28920 -0.48850
C 2.80779 3.51519 -0.65304
C 2.08676 4.69348 -0.72596
C 0.69710 4.62970 -0.64377
C 0.05429 3.40467 -0.50672
C 0.75197 2.18098 -0.41531
H 4.69726 -2.35992 -0.53001
H 5.99403 -0.30322 0.11715
H 4.80953 1.87242 0.17123
H 2.31239 -2.10086 -1.07956
H 3.88973 3.54819 -0.74731
H 2.59623 5.64308 -0.85348
H 0.10912 5.54221 -0.70287
H -1.02694 3.41695 -0.47360
N -0.25217 0.09098 7.11523
C -0.17925 0.11476 5.97484
C -0.06556 0.16592 4.53669
C 0.49274 -0.87586 3.82135
C 0.64068 -0.75063 2.45187
N 0.27068 0.33152 1.77336
C -0.30122 1.31534 2.45615
C -0.48229 1.27576 3.82739
H 0.81495 -1.77774 4.32319
H 1.07020 -1.55009 1.86708
H -0.62102 2.16400 1.87160
H -0.94189 2.11101 4.33753
F -1.76255 -0.12709 -5.42732
C -0.63179 -0.24861 -4.70130
F 0.19245 0.73478 -5.11727
F -0.05638 -1.41577 -5.07979
C -0.91108 -0.23945 -3.16813
O -1.93335 -0.81620 -2.83119
O 0.00995 0.36138 -2.52507
N -0.05133 -1.88101 -0.39273
C 0.22693 -2.99859 -0.37562
C 0.67439 -4.33821 -0.30696
C -0.18091 -5.45506 -0.50512
N -0.82926 -6.40070 -0.66787
C 2.04478 -4.58039 -0.02720
N 3.16770 -4.76711 0.20192
```

***

The following is a DFT calculation (ωB97M-V/def2-TZVPD) of a structure of composition C27H19BF4N5ORu.

For the strongest force on any atom, the calculation gives 0.0094 hartree/bohr. The spin multiplicity is 6. The total charge is 0. As for the relative energy (zero: lowest compared OMol25 entry of this formula, charge and spin): 0.00 kJ/mol. The calculation puts the orbital gap (alpha / beta) at 6.83 / 5.96 eV. As for the HOMO energy (alpha / beta): -7.117 / -7.175 eV. As for the total energy: -1908.776910 a.u. The molecular weight is 617.4 g mol⁻¹.

Structure (XYZ):
```
58
C27H19BF4N5ORu (ωB97M-V/def2-TZVPD)
Ru 0.07894 -0.30115 0.05226
C -1.91796 2.14269 -3.19515
C -1.04242 1.29383 -2.50126
N -0.93473 1.32986 -1.19244
C -1.67865 2.19609 -0.45875
C -2.62823 3.03645 -1.07044
C -2.70971 2.99318 -2.47703
C -3.45701 3.85002 -0.25811
C -3.32701 3.75797 1.09447
C -2.35611 2.93787 1.71126
C -1.46865 2.18531 0.96888
N -0.44183 1.38837 1.38851
C 0.12503 1.41326 2.63914
C -0.07399 2.32495 3.65322
C 0.58580 2.20740 4.89573
C 1.46693 1.20367 5.15576
C 1.76943 0.28506 4.12061
C 2.72585 -0.74311 4.25385
C 3.02611 -1.55139 3.19608
C 2.36189 -1.34232 1.98096
N 1.45376 -0.40653 1.83989
C 1.12113 0.40431 2.87908
H -1.96938 2.09815 -4.27374
H -0.42169 0.57598 -3.02510
H -3.41788 3.64375 -2.97729
H -4.18844 4.50159 -0.71784
H -3.98002 4.33721 1.73571
H -2.35444 2.88835 2.78850
H -0.72335 3.17401 3.51391
H 0.36706 2.94368 5.65927
H 1.95343 1.10784 6.11757
H 3.22095 -0.87207 5.20911
H 3.75459 -2.34497 3.27923
H 2.57024 -1.95408 1.11293
O 1.75563 -0.38415 -1.15198
C 2.02186 -0.83813 -2.35713
C 3.19097 -0.37853 -2.99193
C 3.53887 -0.79768 -4.25495
C 2.72709 -1.70115 -4.94238
C 1.58185 -2.16490 -4.33796
C 1.20112 -1.75766 -3.05023
C -0.01666 -2.29051 -2.45110
N -0.55081 -2.00676 -1.26875
C -1.70758 -2.75285 -1.13672
C -1.87284 -3.50283 -2.24965
N -0.80486 -3.20284 -3.06607
H 3.80370 0.32275 -2.44040
H 4.44481 -0.42476 -4.71599
H 2.99052 -2.03743 -5.93584
H 0.97145 -2.86645 -4.89420
H -2.29914 -2.72501 -0.23861
H -2.62542 -4.21968 -2.52322
H -0.62600 -3.61826 -3.96072
F -1.24753 -1.45000 1.45539
B -1.03817 -2.73029 2.22135
F -1.00942 -2.39812 3.55414
F 0.17874 -3.23019 1.76059
F -2.09783 -3.54979 1.87757
```

***

Which of these has the highest total charge?
C27H18AuN7O8P

***

Among the records above, which one has the highest molecular weight?
C27H18AuN7O8P